Entry 1:
Molecular formula: C11H21O10
Method: DFT, the ωB97M-V functional and the def2-TZVPD basis

Each line ends with the natural charge from an NBO analysis.
Cartesian coordinates (Å):
C (0.51294, 0.16598, -1.41067)  -0.19
O (1.13532, 1.32688, -1.60961)  -0.95
H (0.48267, -0.16174, -0.32044)  0.05
H (-0.60985, 0.18340, -1.54728)  0.04
H (1.03457, -0.71784, -1.84431)  0.10
C (-1.29259, 0.03374, -4.87790)  -0.63
C (-2.23775, 0.88036, -4.05653)  0.07
C (-1.58409, 2.03728, -3.28290)  -0.12
O (-2.20070, 3.20684, -3.81223)  -0.49
C (-3.22304, 2.87600, -4.62738)  0.98
O (-3.99300, 3.65599, -5.09306)  -0.61
O (-3.21213, 1.55608, -4.87595)  -0.51
H (-0.78982, 0.59712, -5.66424)  0.21
H (-1.84546, -0.78964, -5.33467)  0.20
H (-0.55233, -0.38778, -4.19575)  0.25
H (-2.79204, 0.18457, -3.42384)  0.18
H (-0.50001, 2.02162, -3.40243)  0.25
H (-1.81093, 1.92482, -2.22423)  0.20
C (2.32783, -4.97546, 2.67262)  -0.27
O (1.66276, -4.14695, 1.72316)  -0.49
C (0.51536, -3.59092, 2.10504)  0.99
O (-0.11608, -3.85408, 3.09713)  -0.65
O (0.20222, -2.66377, 1.19702)  -0.47
C (-1.10322, -2.16934, 1.21232)  -0.28
H (1.65413, -5.14984, 3.51274)  0.21
H (3.17599, -4.40780, 3.05560)  0.18
H (2.63637, -5.92489, 2.24941)  0.19
H (-1.78603, -2.54909, 1.97364)  0.20
H (-1.67123, -2.40909, 0.30315)  0.18
H (-1.21933, -1.08518, 1.21804)  0.20
C (-0.58735, 2.04343, 1.90662)  -0.29
O (0.16257, 1.75335, 3.08449)  -0.50
C (1.45237, 2.03733, 3.06339)  0.98
O (2.07755, 2.56973, 2.19675)  -0.61
O (1.95305, 1.73792, 4.28355)  -0.52
C (3.34590, 1.93170, 4.46241)  -0.25
H (-0.54476, 3.08686, 1.59834)  0.20
H (-1.56426, 1.58820, 2.01661)  0.19
H (-0.14166, 1.55084, 1.03045)  0.24
H (3.63956, 2.87775, 4.00633)  0.20
H (3.90718, 1.07380, 4.10323)  0.18
H (3.49928, 2.08179, 5.53138)  0.18

Its HOMO energy is -2.797 eV. As for the spin multiplicity: 1. The total charge is -1. Its LUMO energy is 0.094 Ha.

---

Entry 2:
Molecular formula: C9H14
Method: DFT, the ωB97M-V functional and the def2-TZVPD basis

Each line ends with the natural charge from an NBO analysis.
Cartesian coordinates (Å):
C (-0.28112, 2.56087, 1.29274)  -0.66
C (0.43543, 1.20101, 1.03781)  -0.01
C (1.83040, 1.23392, 0.82135)  -0.23
C (2.42770, -0.01466, 0.67408)  -0.19
C (1.77961, -1.20183, 0.49262)  -0.23
C (0.43586, -1.19466, 0.85032)  -0.19
C (-0.29516, -0.04712, 1.00130)  -0.24
H (-0.96774, 2.86952, 0.39814)  0.22
H (0.29851, 3.59834, 1.39354)  0.23
H (-1.04082, 2.35707, 2.26182)  0.22
H (2.45148, 2.16300, 0.89978)  0.22
H (3.41356, -0.06881, 0.81207)  0.20
H (2.15776, -2.13835, 0.05264)  0.22
H (-0.14767, -2.06811, 0.98005)  0.21
H (-1.41794, -0.12687, 1.17467)  0.22
C (-2.02783, -0.73553, -3.02496)  -0.61
C (-2.70005, -1.66394, -1.98284)  -0.61
H (-2.65436, 0.13304, -3.10380)  0.20
H (-1.11975, -0.28012, -2.66112)  0.21
H (-1.86702, -1.30186, -3.89308)  0.21
H (-3.00668, -1.21083, -1.01498)  0.21
H (-2.08493, -2.56829, -1.82985)  0.20
H (-3.64347, -2.18618, -2.44436)  0.20

Its HOMO energy is -8.798 eV. As for the spin multiplicity: 1. As for the SMILES: Cc1ccccc1.CC. Its LUMO energy is 0.036 Ha. The value obtained for the energy above the lowest of the compared OMol25 structures with the same formula, charge and spin is 210.85 kJ/mol.

---

Entry 3:
Molecular formula: C53H51N9P3S2Sn
Method: DFT, the ωB97M-V functional and the def2-TZVPD basis

Each line ends with the Mulliken charge.
Cartesian coordinates (Å):
Sn (0.42670, -0.61110, -0.59599)  3.14
C (3.62005, -4.03102, -1.62245)  -1.95
C (2.88759, -2.85409, -1.06820)  0.06
N (1.61344, -2.69638, -1.24083)  1.70
N (0.92955, -3.67795, -1.83008)  -1.54
C (-0.29596, -3.45632, -2.19787)  0.11
N (-1.02545, -4.48990, -2.63494)  -0.28
S (-1.08210, -1.91341, -2.23150)  -0.31
C (3.60938, -1.88013, -0.26598)  0.40
C (5.00670, -1.87194, -0.18820)  -0.61
C (5.62707, -0.97285, 0.65708)  -1.26
C (4.85222, -0.07824, 1.38101)  -1.30
C (3.48148, -0.12524, 1.20309)  -0.88
N (2.87806, -0.99617, 0.41866)  1.04
H (2.92683, -4.63918, -2.19480)  0.43
H (4.42337, -3.69357, -2.27247)  0.39
H (4.05181, -4.63336, -0.82617)  0.36
H (-0.61783, -5.40713, -2.70810)  0.24
H (-1.94725, -4.32186, -2.99750)  0.22
H (5.59849, -2.55635, -0.77449)  0.46
H (6.70331, -0.95103, 0.73281)  0.46
H (5.29526, 0.64209, 2.05140)  0.65
H (2.83264, 0.57726, 1.70506)  0.92
N (-1.34745, -1.28821, 2.64488)  -0.13
P (0.16841, -1.94237, 2.16744)  0.36
C (0.14756, -3.49404, 3.13704)  -0.22
C (0.14587, -4.72543, 2.49505)  -0.43
C (0.14566, -5.89362, 3.24085)  -0.57
C (0.16793, -5.83534, 4.62538)  -0.65
C (0.16334, -4.60631, 5.26882)  -0.74
C (0.14338, -3.43955, 4.52895)  -0.58
C (1.28720, -1.00480, 3.26915)  0.24
C (2.52979, -1.55771, 3.56362)  -0.40
C (3.43626, -0.86298, 4.34102)  -0.75
C (3.11287, 0.39717, 4.81859)  -0.79
C (1.88361, 0.96002, 4.51585)  -0.43
C (0.97256, 0.26131, 3.74143)  -0.95
P (-2.22443, -0.41265, 1.45305)  0.11
C (-3.64809, 0.05660, 2.51484)  0.89
C (-3.47322, 1.10964, 3.40785)  -0.54
C (-4.50227, 1.49752, 4.24625)  -0.64
C (-5.72311, 0.84336, 4.19133)  -0.59
C (-5.91045, -0.19140, 3.29006)  -0.73
C (-4.87950, -0.58590, 2.45595)  -0.48
C (-3.02105, -1.70555, 0.43959)  0.55
C (-3.81251, -1.26450, -0.61811)  -0.70
C (-4.40729, -2.17269, -1.46881)  -0.64
C (-4.20354, -3.52995, -1.27750)  -0.75
C (-3.41090, -3.97301, -0.23332)  -0.54
C (-2.81771, -3.06492, 0.62441)  -0.49
H (-1.91654, -1.94562, 3.17727)  0.51
H (0.14776, -4.76206, 1.41318)  0.41
H (0.13438, -6.85127, 2.74067)  0.46
H (0.19462, -6.74587, 5.20612)  0.39
H (0.18048, -4.55379, 6.34820)  0.44
H (0.13735, -2.47943, 5.02568)  0.42
H (2.77591, -2.54028, 3.18413)  0.51
H (4.39748, -1.29901, 4.57026)  0.48
H (3.81643, 0.93894, 5.43198)  0.44
H (1.63784, 1.94207, 4.89744)  0.56
H (-0.00517, 0.67173, 3.52459)  0.60
H (-2.52191, 1.62469, 3.44394)  0.25
H (-4.35729, 2.31477, 4.93790)  0.43
H (-6.52817, 1.14073, 4.84635)  0.39
H (-6.86293, -0.69710, 3.22921)  0.43
H (-5.03983, -1.39288, 1.75621)  0.33
H (-3.94500, -0.20200, -0.77150)  0.44
H (-5.01524, -1.81768, -2.28588)  0.45
H (-4.65809, -4.24743, -1.94271)  0.44
H (-3.25202, -5.02979, -0.07899)  0.39
H (-2.19509, -3.43172, 1.43135)  0.35
C (1.42897, 4.58186, 2.31524)  -1.44
C (2.16369, 3.94078, 1.20670)  1.23
N (3.30974, 4.31148, 0.74348)  -1.04
N (3.60526, 3.44960, -0.25011)  0.65
C (2.64874, 2.51093, -0.41703)  -0.88
S (2.66345, 1.31845, -1.55414)  -0.09
N (1.71114, 2.82322, 0.53612)  1.45
N (0.54661, 2.11351, 0.77441)  -0.20
H (1.98520, 5.45703, 2.63549)  0.40
H (1.33683, 3.89639, 3.15826)  0.13
H (0.43170, 4.88796, 1.99723)  0.25
H (4.43992, 3.55245, -0.80354)  0.22
H (0.34045, 2.12783, 1.77078)  0.13
H (-0.23447, 2.53266, 0.26151)  -0.22
C (-4.40445, 2.29123, -5.05588)  -0.62
C (-4.04688, 1.03842, -4.58297)  -0.76
C (-2.84831, 0.86316, -3.91316)  -0.53
C (-1.99647, 1.94473, -3.71488)  0.44
C (-2.35304, 3.19739, -4.20714)  -0.47
C (-3.55503, 3.36957, -4.86839)  -0.88
P (-0.44006, 1.65533, -2.79109)  1.25
C (0.75624, 1.50375, -4.16377)  0.39
C (1.46788, 0.31514, -4.27649)  -0.21
C (2.46695, 0.17706, -5.22075)  -0.71
C (2.77329, 1.24245, -6.05129)  -0.74
C (2.04781, 2.42007, -5.96481)  -0.79
C (1.02150, 2.54672, -5.04628)  -0.38
C (-0.15102, 3.35443, -2.17412)  0.43
C (-1.13385, 3.86908, -1.32725)  -0.89
C (-0.97736, 5.10659, -0.73106)  -0.73
C (0.17189, 5.84675, -0.96168)  -0.73
C (1.16081, 5.33567, -1.78616)  -0.71
C (1.01213, 4.08893, -2.37250)  -0.52
H (-5.34564, 2.43654, -5.56544)  0.41
H (-4.70639, 0.19633, -4.73849)  0.45
H (-2.56751, -0.11056, -3.53693)  0.51
H (-1.70158, 4.04752, -4.06556)  0.30
H (-3.83275, 4.34734, -5.23854)  0.43
H (1.25096, -0.49346, -3.58830)  0.47
H (3.02842, -0.74396, -5.28769)  0.48
H (3.58221, 1.15493, -6.76111)  0.40
H (2.29034, 3.25251, -6.60891)  0.44
H (0.44899, 3.46333, -5.00352)  0.43
H (-2.03740, 3.29373, -1.16627)  0.62
H (-1.75778, 5.49757, -0.09717)  0.48
H (0.29371, 6.82152, -0.51563)  0.44
H (2.06208, 5.90351, -1.96547)  0.42
H (1.79983, 3.68874, -2.99434)  0.36

Its HOMO energy is -9.327 eV. As for the spin multiplicity: 1. The total charge is +1. Its LUMO energy is -0.091 Ha. The value obtained for the energy above the lowest of the compared OMol25 structures with the same formula, charge and spin is 108.30 kJ/mol.

---

no.,Kohn-Sham gap (eV)
1,5.4
2,9.8
3,6.8